[1]
A single CH2FPSi molecule at a distorted geometry. Source: OMol25; level of theory: ωB97M-V with the def2-TZVPD basis set.

The geometry in ORCA input format:
```
! wB97M-V def2-TZVPD RIJCOSX def2/J DEFGRID3
* xyz 0 3
C -1.01 0.26 -0.04
F -1.71 1.41 0.04
Si 0.81 -0.21 -0.02
P -1.51 -1.41 -0.10
H 1.86 -0.67 -1.01
H 1.56 0.62 1.13
*
```

## Properties
Highest occupied orbital energy (alpha / beta)   -6.4764 / -9.7962 eV
ΔE to the lowest compared entry with this formula, charge and spin   1.9 kcal per mole
Frontier orbital gap (alpha / beta)   5.86 / 7.17 eV

[2]
A molecular structure, C27H17Br2IN4O9ReS2 at a distorted geometry. Source: OMol25; level of theory: ωB97M-V with the def2-TZVPD basis set.

The geometry in ORCA input format:
```
! wB97M-V def2-TZVPD RIJCOSX def2/J DEFGRID3
* xyz 0 4
Re 0.94 1.32 1.97
O -0.29 2.95 2.54
S 0.40 3.22 3.88
O -0.55 2.46 4.98
O 1.59 2.27 3.77
C -1.91 2.65 4.73
C -2.56 3.72 5.33
C -3.90 3.93 5.05
C -4.57 3.11 4.16
C -3.91 2.05 3.55
C -2.57 1.83 3.83
S -1.86 0.41 3.02
O -2.02 0.64 1.60
O -2.58 -0.70 3.58
O -0.35 0.33 3.31
H -2.01 4.35 6.01
H -4.42 4.76 5.52
H -5.62 3.28 3.94
H -4.42 1.40 2.86
Br 2.65 4.45 -5.59
C 2.54 2.61 -5.18
C 1.77 1.77 -5.97
C 1.73 0.42 -5.69
C 2.43 -0.10 -4.60
C 3.19 0.75 -3.81
C 3.26 2.11 -4.10
N 2.46 -1.53 -4.49
N 2.76 -2.11 -3.42
C 2.53 -1.59 -2.13
C 3.38 -2.05 -1.15
C 3.33 -1.58 0.18
C 2.39 -0.66 0.53
O 2.27 -0.09 1.73
C 1.44 -0.27 -0.43
N 0.49 0.59 0.06
C -0.48 0.99 -0.73
C -0.61 0.50 -2.03
C 0.32 -0.37 -2.53
C 1.44 -0.74 -1.75
H 1.22 2.18 -6.80
H 1.15 -0.26 -6.30
H 3.76 0.36 -2.98
H 3.87 2.77 -3.50
H 4.14 -2.76 -1.45
H 4.02 -1.94 0.93
H -1.21 1.67 -0.31
H -1.45 0.81 -2.63
H 0.19 -0.79 -3.52
Br 1.11 -4.62 -0.54
C -0.74 -4.74 -0.17
C -1.48 -5.67 -0.89
C -2.83 -5.81 -0.66
C -3.45 -5.03 0.31
C -2.71 -4.10 1.03
C -1.35 -3.95 0.79
I -0.38 -2.47 1.89
H -0.98 -6.28 -1.63
H -3.41 -6.52 -1.23
H -4.51 -5.14 0.51
H -3.18 -3.49 1.79
O 3.96 3.50 0.61
N 3.48 2.64 1.23
O 2.11 2.56 1.00
*
```

## Properties
Highest occupied orbital energy (alpha / beta)   -8.0538 / -8.2330 eV
ΔE to the lowest compared entry with this formula, charge and spin   7.7 kcal per mole
Frontier orbital gap (alpha / beta)   6.91 / 6.50 eV

[3]
10 unconnected molecules or ions with the total composition C65H150N10O10 at a distorted geometry. Source: OMol25; level of theory: ωB97M-V with the def2-TZVPD basis set.

The geometry in ORCA input format:
```
! wB97M-V def2-TZVPD RIJCOSX def2/J DEFGRID3
* xyz 0 1
C 6.14 -22.30 0.87
C 5.53 -23.27 -0.14
C 5.30 -22.57 -1.50
O 4.44 -21.42 -1.34
C 3.08 -21.53 -1.00
N 6.38 -24.51 -0.17
H 7.18 -22.00 0.66
H 6.15 -22.88 1.81
H 5.46 -21.48 1.09
H 4.53 -23.55 0.24
H 4.84 -23.31 -2.18
H 6.18 -22.15 -1.97
H 2.75 -20.52 -0.82
H 2.89 -22.15 -0.12
H 2.44 -21.98 -1.76
H 7.30 -24.18 0.14
H 6.17 -25.19 0.57
C 2.20 -26.37 -3.60
C 0.78 -25.77 -3.68
C -0.24 -26.85 -3.30
O -0.10 -28.09 -3.97
C -0.33 -28.09 -5.34
N 0.62 -24.49 -3.04
H 2.33 -26.98 -2.70
H 2.94 -25.58 -3.43
H 2.47 -27.02 -4.46
H 0.55 -25.67 -4.74
H -1.25 -26.45 -3.44
H -0.10 -27.05 -2.23
H -1.23 -27.60 -5.67
H -0.41 -29.11 -5.73
H 0.43 -27.71 -6.01
H 1.01 -24.51 -2.10
H 1.24 -23.82 -3.49
C 3.03 -26.91 0.73
C 1.62 -26.44 0.99
C 1.31 -26.49 2.52
O 1.56 -27.78 3.13
C 0.57 -28.77 2.82
N 1.33 -25.14 0.37
H 3.19 -27.91 1.16
H 3.76 -26.16 1.10
H 3.22 -26.87 -0.36
H 1.08 -27.24 0.48
H 0.25 -26.20 2.59
H 1.98 -25.82 3.06
H 0.91 -29.65 3.37
H 0.52 -29.05 1.77
H -0.47 -28.53 3.13
H 1.44 -24.40 1.06
H 0.41 -25.17 -0.01
C 3.78 -21.92 -6.53
C 4.19 -21.66 -5.07
C 5.44 -20.82 -4.89
O 6.59 -21.62 -5.19
C 7.80 -20.91 -5.17
N 3.10 -20.79 -4.54
H 3.32 -21.02 -6.92
H 3.12 -22.80 -6.59
H 4.66 -22.14 -7.15
H 4.24 -22.66 -4.58
H 5.57 -20.37 -3.90
H 5.28 -19.94 -5.55
H 8.13 -20.79 -4.13
H 7.71 -19.93 -5.67
H 8.56 -21.45 -5.72
H 2.24 -21.29 -4.64
H 3.19 -20.44 -3.60
C 6.64 -25.35 -6.49
C 7.72 -25.49 -5.42
C 7.30 -25.71 -3.98
O 6.41 -26.82 -3.96
C 5.63 -27.10 -2.81
N 8.57 -26.65 -5.78
H 5.94 -24.51 -6.35
H 5.97 -26.22 -6.35
H 7.02 -25.33 -7.52
H 8.33 -24.58 -5.38
H 6.86 -24.76 -3.60
H 8.24 -25.91 -3.38
H 5.00 -27.97 -3.06
H 4.96 -26.30 -2.53
H 6.31 -27.34 -1.98
H 8.20 -27.54 -5.51
H 8.71 -26.75 -6.78
C 6.75 -32.03 -6.79
C 6.28 -30.89 -7.69
C 5.73 -31.57 -8.88
C 4.34 -32.23 -8.72
C 3.33 -31.24 -8.12
C 3.90 -30.60 -6.85
N 5.24 -29.97 -7.14
O 5.75 -29.40 -5.99
C 3.01 -29.39 -6.56
C 3.87 -31.44 -5.57
C 7.42 -30.00 -8.18
H 7.07 -31.83 -5.78
H 7.63 -32.45 -7.25
H 5.98 -32.80 -6.78
H 5.69 -30.75 -9.61
H 6.45 -32.29 -9.28
H 4.45 -33.17 -8.13
H 3.91 -32.62 -9.65
H 2.36 -31.76 -7.98
H 3.28 -30.40 -8.84
H 2.00 -29.69 -6.27
H 3.34 -28.73 -5.79
H 3.03 -28.70 -7.40
H 2.86 -31.58 -5.20
H 4.26 -32.45 -5.65
H 4.42 -30.95 -4.78
H 7.30 -29.68 -9.22
H 8.28 -30.69 -8.18
H 7.70 -29.13 -7.59
H 5.90 -28.47 -6.22
C 6.09 -26.84 -10.60
C 4.70 -27.01 -11.25
C 3.68 -27.26 -10.21
C 3.27 -26.01 -9.47
C 2.96 -24.82 -10.35
C 4.01 -24.58 -11.46
N 4.33 -25.89 -12.11
O 5.26 -25.61 -13.14
C 3.40 -23.63 -12.49
C 5.17 -23.80 -10.85
C 4.69 -28.24 -12.17
H 6.51 -27.80 -10.29
H 5.89 -26.23 -9.73
H 6.83 -26.37 -11.24
H 2.78 -27.70 -10.68
H 4.08 -28.03 -9.55
H 3.98 -25.68 -8.70
H 2.39 -26.25 -8.89
H 2.82 -23.90 -9.76
H 2.00 -25.05 -10.83
H 3.01 -22.73 -12.01
H 4.16 -23.31 -13.24
H 2.58 -24.08 -13.06
H 4.90 -22.75 -10.68
H 5.38 -24.11 -9.83
H 6.07 -23.78 -11.48
H 5.49 -28.25 -12.89
H 3.70 -28.40 -12.61
H 4.83 -29.11 -11.53
H 4.78 -25.52 -13.98
C 12.67 -23.23 1.40
C 11.73 -22.60 0.42
C 12.57 -21.51 -0.27
C 12.04 -20.99 -1.58
C 11.86 -22.18 -2.58
C 10.89 -23.22 -1.95
N 11.43 -23.60 -0.60
O 10.51 -24.55 0.00
C 9.45 -22.66 -2.10
C 11.03 -24.42 -2.87
C 10.53 -22.01 1.17
H 13.54 -23.60 0.88
H 12.22 -24.05 1.98
H 12.86 -22.46 2.15
H 12.74 -20.70 0.45
H 13.57 -21.89 -0.50
H 12.74 -20.22 -1.90
H 11.07 -20.50 -1.51
H 12.84 -22.64 -2.71
H 11.46 -21.88 -3.55
H 9.45 -21.58 -2.00
H 9.13 -22.91 -3.11
H 8.75 -23.21 -1.45
H 12.07 -24.75 -3.00
H 10.53 -25.33 -2.53
H 10.74 -24.16 -3.87
H 10.97 -21.29 1.88
H 10.02 -22.79 1.77
H 9.81 -21.43 0.60
H 11.02 -25.36 0.05
C 9.16 -33.29 0.55
C 8.98 -32.63 -0.78
C 8.64 -33.75 -1.79
C 8.21 -33.14 -3.10
C 7.00 -32.18 -2.94
C 7.20 -31.13 -1.88
N 7.79 -31.77 -0.67
O 8.13 -30.70 0.25
C 8.08 -29.94 -2.49
C 5.88 -30.52 -1.53
C 10.32 -31.97 -1.09
H 9.43 -32.64 1.37
H 10.02 -33.97 0.47
H 8.26 -33.81 0.89
H 9.49 -34.42 -1.96
H 7.85 -34.42 -1.40
H 8.00 -33.91 -3.85
H 9.11 -32.63 -3.48
H 6.19 -32.87 -2.66
H 6.67 -31.64 -3.82
H 7.41 -29.20 -2.92
H 8.69 -29.36 -1.78
H 8.70 -30.34 -3.33
H 5.24 -30.27 -2.36
H 5.37 -31.31 -0.96
H 5.89 -29.65 -0.87
H 10.76 -31.39 -0.29
H 10.44 -31.40 -2.02
H 11.00 -32.83 -1.26
H 7.57 -30.92 1.00
C 13.29 -22.65 -6.02
C 12.17 -22.74 -6.99
C 12.40 -21.75 -8.15
C 13.41 -22.23 -9.12
C 13.00 -23.61 -9.66
C 12.79 -24.61 -8.53
N 11.80 -24.04 -7.57
O 11.62 -24.99 -6.51
C 12.08 -25.77 -9.25
C 14.07 -25.19 -7.98
C 10.94 -22.25 -6.20
H 13.28 -21.67 -5.53
H 14.27 -22.67 -6.52
H 13.25 -23.37 -5.20
H 11.48 -21.67 -8.75
H 12.68 -20.75 -7.76
H 14.34 -22.19 -8.55
H 13.50 -21.48 -9.91
H 13.66 -24.12 -10.37
H 12.04 -23.51 -10.20
H 12.66 -26.21 -10.06
H 11.82 -26.56 -8.52
H 11.16 -25.44 -9.72
H 14.77 -24.45 -7.59
H 13.90 -25.75 -7.06
H 14.55 -25.85 -8.72
H 10.76 -22.87 -5.32
H 10.01 -22.33 -6.78
H 11.16 -21.22 -5.95
H 10.67 -25.22 -6.47
*
```

## Properties
Highest occupied orbital energy   -8.3825 eV
ΔE to the lowest compared entry with this formula, charge and spin   27.7 kcal per mole
Frontier orbital gap   8.88 eV
Structure (SMILES)   CC1(C)CCCC(C)(C)N1O.CC1(C)CCCC(C)(C)N1O.CC1(C)CCCC(C)(C)N1O.CC1(C)CCCC(C)(C)N1O.CC1(C)CCCC(C)(C)N1O.COC[C@H](C)N.COC[C@H](C)N.COC[C@H](C)N.COC[C@H](C)N.COC[C@H](C)N

[4]
8 unconnected molecules or ions with the total composition C8H18Cl12N2O4 at a distorted geometry. Source: OMol25; level of theory: ωB97M-V with the def2-TZVPD basis set.

The geometry in ORCA input format:
```
! wB97M-V def2-TZVPD RIJCOSX def2/J DEFGRID3
* xyz 0 1
C 1.52 -0.04 1.38
N 0.93 1.13 0.62
O 1.55 1.63 -0.28
O -0.21 1.40 0.94
H 0.83 -0.84 1.12
H 1.58 0.27 2.43
H 2.50 -0.21 0.94
C -6.45 1.04 -2.13
N -7.24 -0.15 -2.69
O -7.52 -0.09 -3.84
O -7.62 -1.00 -1.95
H -5.74 1.41 -2.87
H -5.98 0.89 -1.15
H -7.16 1.82 -1.84
C -4.04 -5.39 -2.30
Cl -3.10 -6.80 -1.70
Cl -3.67 -4.06 -1.29
H -3.76 -5.28 -3.35
H -5.12 -5.49 -2.18
C 3.13 -6.35 0.87
Cl 4.68 -5.56 0.53
Cl 2.72 -6.14 2.54
H 2.36 -5.86 0.27
H 3.10 -7.40 0.61
C -3.81 0.91 7.22
Cl -5.09 -0.24 6.91
Cl -2.27 0.16 6.77
H -3.97 1.86 6.71
H -3.63 0.99 8.29
C 5.15 1.08 -6.49
Cl 6.30 -0.23 -6.14
Cl 5.84 2.74 -6.51
H 4.66 0.86 -7.44
H 4.36 1.11 -5.74
C -0.41 6.00 -4.75
Cl -0.96 7.74 -4.88
Cl -1.49 4.97 -5.80
H 0.66 6.08 -4.95
H -0.61 5.66 -3.73
C 7.61 2.30 7.32
Cl 6.67 1.19 6.22
Cl 8.34 3.64 6.45
H 6.95 2.58 8.14
H 8.40 1.66 7.72
*
```

## Properties
Highest occupied orbital energy   -10.9985 eV
ΔE to the lowest compared entry with this formula, charge and spin   46.7 kcal per mole
Frontier orbital gap   11.06 eV
Structure (SMILES)   C[N+](=O)[O-].C[N+](=O)[O-].ClCCl.ClCCl.ClCCl.ClCCl.ClCCl.ClCCl

[5]
A single C5H9OP molecule at a distorted geometry. Source: OMol25; level of theory: ωB97M-V with the def2-TZVPD basis set.

The geometry in ORCA input format:
```
! wB97M-V def2-TZVPD RIJCOSX def2/J DEFGRID3
* xyz 0 1
C -1.19 0.51 0.89
C 0.07 0.26 1.08
C -1.91 0.23 -0.32
C -2.59 -0.93 -0.50
C 2.35 0.74 -0.65
O 2.19 -1.43 0.87
P 1.36 -0.58 0.05
H -1.60 1.03 1.69
H 0.50 0.60 1.96
H 0.70 -1.36 -0.90
H -2.02 1.03 -1.12
H -2.25 -1.85 0.16
H -3.23 -1.16 -1.29
H 2.55 1.25 0.32
H 3.35 0.30 -0.84
H 1.73 1.37 -1.42
*
```

## Properties
Highest occupied orbital energy   -9.8476 eV
ΔE to the lowest compared entry with this formula, charge and spin   37.5 kcal per mole
Frontier orbital gap   10.56 eV
Structure (SMILES)   C=C/C=C\[P@@H](C)=O

[6]
A gas-phase ion, C21H11F4N2OS (charge +1) at a distorted geometry. Source: OMol25; level of theory: ωB97M-V with the def2-TZVPD basis set.

The geometry in ORCA input format:
```
! wB97M-V def2-TZVPD RIJCOSX def2/J DEFGRID3
* xyz 1 1
F -3.35 2.50 2.18
C -3.11 1.14 2.27
C -4.19 0.29 2.25
C -3.89 -1.06 2.35
F -4.92 -1.97 2.27
C -2.60 -1.54 2.57
C -1.53 -0.63 2.79
C -0.26 -1.17 3.31
C 1.05 -0.62 2.91
C 2.09 -1.54 2.71
C 3.38 -1.07 2.48
F 4.39 -2.00 2.42
C 3.69 0.27 2.38
C 2.64 1.15 2.49
F 2.90 2.50 2.40
C 1.31 0.76 2.76
C -1.79 0.72 2.45
H -5.21 0.64 2.13
H -2.43 -2.62 2.60
H -0.26 -2.29 3.33
H 1.90 -2.61 2.75
H 4.72 0.61 2.23
H 0.57 1.52 2.91
H -1.00 1.47 2.35
O 1.25 0.13 6.05
C 1.13 -1.10 5.86
C 1.94 -2.12 6.57
C 1.30 -3.38 6.67
C 1.96 -4.42 7.33
C 3.23 -4.24 7.85
C 3.85 -2.99 7.77
C 3.20 -1.93 7.17
S -0.26 -3.34 5.90
C -0.04 -1.66 5.10
N -1.17 -0.96 5.55
N -2.19 -0.41 5.64
H 1.45 -5.38 7.41
H 3.75 -5.06 8.33
H 4.86 -2.85 8.18
H 3.64 -0.91 7.11
*
```

## Properties
Highest occupied orbital energy   -12.4732 eV
ΔE to the lowest compared entry with this formula, charge and spin   0.0 kcal per mole
Frontier orbital gap   7.12 eV
Structure (SMILES)   N#[N+][C@]1(C(c2cc(F)cc(F)c2)c2cc(F)cc(F)c2)Sc2ccccc2C1=O

[7]
2 unconnected molecules or ions with the total composition C5H15NO at a distorted geometry. Source: OMol25; level of theory: ωB97M-V with the def2-TZVPD basis set.

The geometry in ORCA input format:
```
! wB97M-V def2-TZVPD RIJCOSX def2/J DEFGRID3
* xyz 0 1
C -2.15 1.36 -0.84
C -1.03 0.35 -0.65
C -1.05 -0.77 -1.65
N 0.30 0.99 -0.65
H -2.01 2.22 -0.19
H -2.22 1.71 -1.87
H -3.11 0.89 -0.58
H -1.15 -0.09 0.34
H -0.67 -0.51 -2.65
H -2.06 -1.16 -1.79
H -0.49 -1.66 -1.36
H 0.50 1.62 0.11
H 1.25 0.01 -0.33
H 0.62 1.26 -1.57
C 2.24 -0.93 1.28
O 2.04 -0.72 -0.09
C 1.08 -0.59 2.18
H 3.16 -0.43 1.60
H 2.47 -2.00 1.43
H 0.22 -1.23 1.97
H 0.70 0.44 2.10
H 1.36 -0.76 3.22
*
```

## Properties
Highest occupied orbital energy   -8.6223 eV
ΔE to the lowest compared entry with this formula, charge and spin   25.1 kcal per mole
Frontier orbital gap   9.49 eV
Structure (SMILES)   CC(C)N.CCO

| no. | total energy (hartree) |
| --- | --- |
| 1 | -769.81259 |
| 2 | -8255.57046 |
| 3 | -3866.18033 |
| 4 | -6248.12680 |
| 5 | -612.43719 |
| 6 | -1788.86528 |
| 7 | -329.46768 |